{"formula": "C4H9NO", "method": "ωB97M-V with the def2-TZVPD basis set", "charge": 0, "smiles": "C=C(C)N(C)O", "relative_energy_kj_mol": 389.0, "homo_lumo_gap_ev": 9.62, "total_energy_ha": -287.68431, "fmax_ev_per_a": 5.54, "symbols": ["C", "C", "N", "C", "C", "O", "H", "H", "H", "H", "H", "H", "H", "H", "H"], "positions_angstrom": [[1.421566, -0.523393, -0.922892], [-1.330863, 0.249293, -0.987440], [0.783043, 0.408169, -0.004799], [-0.476905, 0.211011, 0.429431], [-1.102885, 0.335464, 1.587210], [1.631354, 0.437673, 1.324977], [1.641936, -0.442704, 1.737988], [1.063901, -0.334533, -1.932366], [2.488596, -0.313825, -0.892314], [1.251781, -1.573147, -0.655069], [-0.915386, 0.872986, -1.772754], [-1.413463, -0.784666, -1.316431], [-2.304867, 0.648671, -0.725956], [-0.560826, 0.528553, 2.496613], [-2.176981, 0.280448, 1.633801]], "forces_ev_per_a": [[0.0812, -0.0800, 0.2028], [0.1243, -0.8155, 2.4445], [3.5668, -0.1754, 4.0226], [-3.3522, 1.0670, -4.2861], [0.5091, -0.1711, 0.4593], [-0.3129, 0.4573, -2.1358], [-0.4007, -0.1122, -0.5205], [-0.0693, -0.0325, 0.0106], [-0.0754, 0.0283, -0.0213], [-0.0288, 0.0321, -0.0286], [0.3953, 0.0241, 0.2507], [-0.2047, 0.0544, -0.3099], [-0.1984, -0.1598, -0.1185], [0.0604, -0.1561, 0.1546], [-0.0947, 0.0395, -0.1245]]}

{"formula": "C3H5NO2", "method": "ωB97M-V with the def2-TZVPD basis set", "charge": 0, "smiles": "C=C=O.NC=O", "relative_energy_kj_mol": 125.2, "homo_lumo_gap_ev": 10.05, "total_energy_ha": -322.52665, "fmax_ev_per_a": 1.03, "symbols": ["C", "C", "O", "O", "C", "N", "H", "H", "H", "H", "H"], "positions_angstrom": [[1.297359, -0.913527, 1.054302], [1.519810, 0.384306, 1.145057], [1.786806, 1.514810, 1.203216], [-1.172480, 0.931233, 0.637981], [-1.498223, 0.705790, -0.512695], [-0.850815, -0.134658, -1.354445], [0.286908, -1.273567, 1.181563], [0.006906, -0.570654, -1.038824], [2.141389, -1.587531, 0.981545], [-2.385639, 1.170031, -0.981055], [-1.132021, -0.226232, -2.316644]], "forces_ev_per_a": [[-0.0163, 0.1266, 0.0081], [0.3167, 0.6510, 0.0133], [-0.2562, -0.9974, -0.0533], [-0.1290, -0.1284, -0.4383], [-0.0385, 0.0375, 0.1126], [0.1114, 0.0087, 0.0689], [0.0965, 0.0527, 0.0336], [-0.0888, 0.0628, -0.0590], [-0.0770, 0.1411, 0.0384], [0.0732, 0.0030, 0.1099], [0.0081, 0.0423, 0.1659]]}

{"formula": "C5H7BrN2", "method": "ωB97M-V with the def2-TZVPD basis set", "charge": 0, "smiles": "C=C=NCC/N=C\\Br", "relative_energy_kj_mol": 116.1, "homo_lumo_gap_ev": 9.47, "total_energy_ha": -2878.17111, "fmax_ev_per_a": 1.13, "symbols": ["C", "C", "C", "C", "C", "N", "N", "Br", "H", "H", "H", "H", "H", "H", "H"], "positions_angstrom": [[0.214123, -2.375067, 0.478604], [1.068691, 0.805573, -1.058474], [-0.002591, 1.652493, -0.338779], [0.427110, -1.336159, -0.268534], [-1.145300, 0.291605, 1.213736], [0.614233, -0.548861, -1.174174], [-0.233036, 1.072145, 0.937378], [-2.692888, -0.148167, 0.110179], [0.995752, -3.097043, 0.638140], [-0.719844, -2.556929, 0.982135], [2.008874, 0.857386, -0.500505], [1.214848, 1.191513, -2.072350], [0.385066, 2.663313, -0.182457], [-0.913443, 1.686943, -0.954551], [-1.221596, -0.158746, 2.189648]], "forces_ev_per_a": [[-0.0296, -0.7088, 0.7336], [0.0153, 0.5194, 0.1422], [0.0175, 0.2443, -0.6176], [0.2850, -0.0966, -1.0916], [-0.6201, 0.4016, 0.2404], [-0.1548, -0.3513, -0.0420], [0.3376, 0.0373, 0.4033], [0.1115, 0.0124, 0.0726], [0.2334, -0.0359, -0.0451], [-0.1696, 0.1683, -0.0234], [-0.0603, 0.0363, -0.0771], [0.0644, 0.0591, 0.2729], [-0.0679, -0.1060, -0.1745], [0.1605, 0.0474, 0.0983], [-0.1228, -0.2275, 0.1079]]}

{"formula": "C2H2S3", "method": "ωB97M-V with the def2-TZVPD basis set", "charge": 0, "smiles": "S=CSC=S", "relative_energy_kj_mol": 100.9, "homo_lumo_gap_ev": 7.74, "total_energy_ha": -1271.89613, "fmax_ev_per_a": 3.05, "symbols": ["C", "C", "S", "S", "S", "H", "H"], "positions_angstrom": [[-1.510857, -0.004307, 0.025556], [1.406448, 0.027283, -0.008406], [-2.950975, -0.611470, -0.113319], [2.990243, -0.293208, -0.165574], [0.210516, -1.181201, 0.200298], [-1.179005, 1.017061, 0.094255], [1.033633, 1.045840, -0.032809]], "forces_ev_per_a": [[2.3060, -1.9555, 0.3898], [0.4990, -0.1484, -0.0859], [0.0594, 0.0505, -0.0203], [-0.3627, 0.0970, 0.0902], [-2.4552, 1.4195, -0.2920], [0.0116, 0.3685, -0.0656], [-0.0581, 0.1684, -0.0162]]}

{"formula": "C18H30Br6F9FeO6", "method": "ωB97M-V with the def2-TZVPD basis set", "charge": -1, "relative_energy_kj_mol": 328.5, "multiplicity": 5, "homo_lumo_gap_ev": [5.00, 4.84], "total_energy_ha": -18761.82020, "fmax_ev_per_a": 5.77, "symbols": ["Fe", "C", "O", "O", "C", "F", "F", "F", "C", "C", "H", "H", "H", "H", "H", "H", "C", "O", "O", "C", "F", "F", "F", "C", "C", "H", "H", "H", "H", "H", "H", "C", "O", "O", "C", "F", "F", "F", "C", "C", "H", "H", "H", "H", "H", "H", "Br", "C", "C", "Br", "H", "H", "H", "H", "Br", "C", "C", "Br", "H", "H", "H", "H", "Br", "C", "C", "Br", "H", "H", "H", "H"], "positions_angstrom": [[1.398491, -0.186792, 1.777953], [-0.171919, 1.425198, 0.203503], [-0.397189, 0.011908, 0.477693], [0.912381, 1.687678, 1.059423], [0.072651, 1.820478, -1.328427], [0.915791, 1.014748, -1.890857], [-1.051599, 1.770978, -2.042297], [0.508971, 3.069018, -1.483597], [-1.654129, -0.515832, -0.036177], [-1.571719, -2.003062, 0.425233], [-2.216589, -2.690412, -0.122307], [-0.565779, -2.410442, 0.324083], [-1.882959, -2.138882, 1.460983], [-1.730259, -0.415792, -1.118897], [-2.534889, -0.025082, 0.377973], [-1.051269, 1.974668, 0.539543], [0.303641, -1.833862, 3.740983], [0.373721, -0.405472, 3.563343], [1.311091, -2.094412, 2.803573], [0.433031, -2.458052, 5.211193], [-0.655429, -2.472512, 5.979943], [0.628961, -3.717162, 5.248953], [1.401211, -1.898142, 5.951803], [-0.197369, 0.458168, 4.648533], [0.237451, 1.916208, 4.518323], [1.313321, 2.091028, 4.512793], [-0.216549, 2.373708, 3.639293], [-0.117709, 2.415118, 5.420013], [0.017021, 0.178388, 5.679963], [-1.285019, 0.526448, 4.669653], [-0.697829, -2.112022, 3.412693], [0.625791, -5.745192, 1.139763], [0.757881, -4.714562, 0.085953], [1.717201, -5.405582, 1.876233], [-0.840069, -5.717912, 1.797943], [-1.878749, -5.925492, 0.933753], [-0.984569, -6.599692, 2.800583], [-1.164729, -4.492072, 2.322883], [0.300141, -5.090452, -1.281507], [0.442241, -3.822962, -2.198707], [1.449031, -3.431182, -2.053807], [0.388951, -4.047032, -3.264087], [-0.283639, -3.039802, -1.979967], [-0.766929, -5.284402, -1.172667], [0.792811, -5.943422, -1.748217], [0.896851, -6.729312, 0.757473], [3.205871, 4.082678, 2.389913], [2.136111, 5.005938, 0.920483], [2.593881, 6.498918, 0.988833], [1.331361, 7.568208, -0.172267], [1.065521, 4.934638, 1.112453], [2.407221, 4.626638, -0.064767], [3.600051, 6.758808, 0.659923], [2.494311, 6.889708, 2.001493], [-3.089769, 4.637518, -4.668097], [-1.169369, 4.078968, -4.555717], [-0.397399, 5.344968, -4.061497], [1.486381, 4.870088, -4.022597], [-0.826939, 3.735918, -5.532017], [-1.229539, 3.224958, -3.881057], [-0.720059, 5.774758, -3.113197], [-0.562529, 6.152038, -4.775267], [-2.078859, 0.373208, -6.400107], [-1.475969, -0.467582, -4.671627], [0.025441, -0.736382, -4.758797], [0.974321, 0.937378, -5.027217], [-2.070489, -1.345442, -4.418617], [-1.652089, 0.293778, -3.911747], [0.219981, -1.243272, -5.703947], [0.450821, -1.363172, -3.975037]], "forces_ev_per_a": [[-0.9450, -0.8818, 0.5818], [1.6919, -0.0029, 2.0999], [-1.2287, 1.4917, -2.0811], [-0.3939, -0.8215, -1.4515], [-0.2732, -0.1980, 1.9748], [1.4096, -1.2056, -0.5771], [-1.3376, -0.2704, -0.2841], [0.3235, 0.4737, 0.5943], [0.7406, -2.2493, 0.7597], [-0.5800, 0.2366, -0.2796], [-0.1526, 0.2284, -0.3062], [0.0945, 0.1337, 0.0368], [0.1814, 0.3100, 0.0721], [0.3918, -0.0367, -0.0639], [0.2266, 0.3388, 0.3483], [-0.3650, 0.1659, -0.1583], [1.7489, -0.0757, -2.5859], [-2.1529, 2.6882, 4.6311], [-0.8106, 0.0346, 0.5873], [0.5706, 0.7457, 0.1673], [-2.5584, 2.8278, 0.4569], [2.2668, -3.4736, -2.1604], [0.6110, 0.9638, -0.0448], [0.1547, 0.9527, -0.3867], [0.0709, -0.2574, -0.1641], [0.0669, -0.2839, -0.2310], [0.1829, 0.1132, 0.0009], [-0.2249, 0.1523, -0.0453], [0.7431, -0.9202, -0.3703], [-0.2685, -0.7005, -0.7574], [-0.2000, -0.4617, -0.0373], [4.3537, 1.6768, 1.2380], [-1.8046, -0.8070, -3.0865], [-2.7387, -1.0707, 0.9176], [0.5767, 1.4182, -0.0114], [0.2955, -0.5976, -0.2753], [0.1311, -0.0674, -0.3365], [0.5499, -0.3394, 0.0675], [-0.8012, 2.1533, 1.2445], [0.6553, -0.8245, 0.5814], [0.0432, 0.2193, 0.1757], [-0.2621, -0.3227, -0.0932], [-0.0263, -0.0860, 0.2197], [-0.1193, -0.4547, -0.3714], [0.3518, -0.1176, 0.3882], [-1.2750, -0.7097, -0.8021], [-0.8557, 0.4716, -1.1740], [1.3986, 1.5027, 0.3303], [-1.0067, -0.2760, 0.1599], [0.6619, -0.4983, 0.5488], [0.3421, -0.3178, 0.2048], [-0.0786, -0.5133, 0.3941], [-0.1948, -0.5206, -0.2888], [-0.2879, 0.0243, -0.1834], [0.5840, -0.2061, -0.2041], [-0.4798, 1.0464, 0.6974], [-0.7686, -0.8688, -0.7268], [-0.0295, 0.2751, 0.0471], [-0.2020, 0.2566, 0.0583], [0.4470, 0.3889, 0.0674], [0.1549, -0.6712, 0.1973], [0.3647, -0.2058, -0.2107], [-0.0472, -0.7011, 0.9847], [0.5484, 0.8062, 0.1142], [-0.5097, -0.2929, -1.3803], [0.3142, -0.0400, 0.3488], [0.0629, -0.0185, -0.4970], [-0.1849, -0.0275, -0.1656], [-0.0051, -0.2066, 0.1528], [-0.1429, 0.5045, 0.3425]]}

{"formula": "C33H40N5", "method": "ωB97M-V with the def2-TZVPD basis set", "charge": 1, "smiles": "CN(C)c1ccc(C(=C[C@H](c2ccccc2)[N@H+]2CCC[C@H]2Cn2ccnc2)c2ccc(N(C)C)cc2)cc1", "relative_energy_kj_mol": 90.2, "homo_lumo_gap_ev": 7.34, "total_energy_ha": -1554.99413, "fmax_ev_per_a": 2.16, "symbols": ["C", "N", "C", "C", "C", "C", "C", "C", "C", "C", "C", "C", "C", "C", "C", "C", "C", "C", "C", "C", "N", "C", "C", "C", "C", "C", "C", "H", "H", "H", "H", "H", "H", "H", "H", "H", "H", "H", "H", "H", "H", "H", "H", "H", "H", "H", "H", "H", "H", "H", "H", "H", "H", "H", "C", "C", "N", "C", "C", "C", "C", "C", "N", "C", "N", "H", "H", "H", "H", "H", "H", "H", "H", "H", "H", "H", "H", "H"], "positions_angstrom": [[4.459307, -4.373697, 3.360055], [3.675446, -4.614272, 2.164097], [4.029743, -5.783957, 1.383994], [2.657491, -3.784749, 1.793948], [1.897070, -4.033057, 0.613071], [0.935802, -3.124249, 0.198780], [0.662052, -1.945806, 0.924357], [-0.246686, -0.886536, 0.385483], [-0.234547, -0.721583, -0.971977], [-0.978838, 0.243285, -1.860152], [-2.053046, -0.423207, -2.693557], [-3.286658, 0.228813, -2.868555], [-4.100982, -0.150569, -3.940370], [-3.703856, -1.211442, -4.766234], [-2.580684, -1.987214, -4.444539], [-1.776198, -1.622761, -3.347683], [-1.016670, -0.070803, 1.360842], [-1.329337, 1.285561, 1.154092], [-1.826208, 2.091840, 2.165534], [-2.197321, 1.534034, 3.413120], [-2.692713, 2.339911, 4.390809], [-3.281074, 1.816402, 5.603155], [-2.645032, 3.782839, 4.267948], [-2.044457, 0.130490, 3.584247], [-1.439521, -0.630484, 2.591956], [1.365141, -1.744898, 2.131827], [2.339317, -2.630656, 2.564156], [3.822412, -4.309945, 4.252731], [5.150386, -5.212219, 3.478330], [5.038898, -3.441820, 3.286350], [4.147466, -5.528078, 0.322790], [4.979843, -6.167747, 1.767663], [3.269526, -6.576897, 1.465084], [2.077584, -4.935450, 0.025283], [0.364673, -3.341817, -0.704224], [0.400265, -1.424788, -1.530384], [-1.475915, 1.039061, -1.307548], [-3.558349, 1.068121, -2.217555], [-5.025583, 0.397796, -4.126297], [-4.303680, -1.470870, -5.643347], [-2.302183, -2.859353, -5.033090], [-0.885979, -2.193995, -3.077915], [-1.156830, 1.766459, 0.193586], [-1.944050, 3.159556, 1.990602], [-3.929692, 0.958995, 5.387969], [-2.515351, 1.500184, 6.327245], [-3.876832, 2.617826, 6.050306], [-1.649884, 4.117512, 3.944794], [-3.382010, 4.156347, 3.539833], [-2.870015, 4.205516, 5.250890], [-2.363753, -0.334913, 4.515421], [-1.293494, -1.693656, 2.774570], [1.156117, -0.867453, 2.738223], [2.873403, -2.432378, 3.493677], [4.421955, 1.742798, -0.894735], [3.085451, 1.453335, -0.688230], [2.392470, 2.603954, -0.998205], [0.920642, 2.737191, -1.032368], [0.363219, 2.390549, -2.420240], [-0.891330, 3.112600, -2.883927], [-1.256842, 2.388084, -4.192412], [-0.380304, 1.135983, -4.218328], [0.015335, 0.907799, -2.742235], [3.313022, 3.560205, -1.394348], [4.526736, 3.045030, -1.338776], [5.268432, 1.096721, -0.751387], [2.603764, 0.555333, -0.327731], [0.524922, 2.112104, -0.224873], [0.664578, 3.794868, -0.845896], [1.166793, 2.577731, -3.145282], [-1.699051, 3.027130, -2.143004], [-0.657113, 4.179036, -3.007677], [-2.315273, 2.120839, -4.263789], [-1.039228, 3.032993, -5.054139], [-0.813883, 0.237510, -4.658089], [0.575023, 1.371513, -4.700497], [0.876194, 0.347754, -2.723585], [2.999973, 4.559712, -1.673637]], "forces_ev_per_a": [[-0.1135, 0.1837, 0.1277], [0.1500, -0.1956, 0.0789], [-0.1878, -0.0453, -0.1585], [-0.1507, 0.2431, -0.1699], [0.1735, 0.1594, 0.3039], [0.0440, 0.1981, 0.3446], [0.0684, -0.1208, 0.1581], [0.0370, 0.0119, -0.8592], [0.3278, 0.0115, 0.7144], [-1.1879, -0.8104, 1.2147], [-0.4174, -0.0846, 0.3828], [0.4587, -0.2247, -0.5952], [0.1934, -0.2034, 0.2697], [-0.0689, -0.1821, 0.0599], [0.0990, 0.2596, 0.6635], [-0.4071, 0.2870, -0.9479], [-0.3445, 0.0149, 0.1819], [0.1918, 0.0075, 0.3797], [-0.1231, -0.2720, -0.0265], [0.1079, -0.1229, -0.1917], [-0.0530, 0.1123, 0.0934], [0.0735, -0.2165, 0.1489], [0.0033, 0.0406, -0.1978], [0.0754, 0.3331, -0.2739], [-0.0302, 0.3363, -0.1230], [-0.0668, -0.2406, -0.3568], [0.0217, -0.2970, -0.2877], [0.1515, -0.0661, -0.1049], [-0.1378, 0.3035, 0.1453], [-0.0722, -0.1552, 0.0273], [0.0784, -0.0963, 0.1827], [-0.2692, 0.0069, -0.2788], [0.1673, 0.1229, -0.0443], [-0.1294, 0.3464, 0.2413], [0.1145, 0.0046, 0.2246], [-0.1253, 0.4144, 0.1972], [0.1362, -0.2427, -0.0819], [0.1368, -0.2323, -0.3395], [0.2340, -0.2554, -0.0340], [0.2011, 0.0880, 0.3533], [-0.2220, 0.1811, 0.0766], [-0.2616, 0.1307, -0.2518], [0.0221, -0.1395, 0.6187], [-0.0977, -0.3318, -0.0429], [0.0380, 0.2027, 0.0758], [-0.1578, 0.0225, -0.0603], [0.0319, -0.3758, 0.0086], [-0.1815, -0.0069, 0.1788], [0.0998, 0.0012, 0.1646], [0.1367, 0.0800, -0.3225], [0.1393, 0.0505, -0.2943], [0.0430, 0.2283, -0.0677], [0.0643, -0.0911, -0.1398], [-0.1838, -0.0215, -0.3305], [-1.5403, 0.7657, -0.2608], [0.7069, 0.1432, -0.1174], [-0.6773, 0.4034, -0.1322], [0.8901, -0.1752, -0.1068], [0.2280, -0.4642, 0.1658], [-0.0280, 0.0686, 0.1731], [-0.3416, 0.3210, -0.4340], [0.4510, -0.0571, 0.2082], [1.0394, 1.2138, -1.4510], [0.2065, -1.8243, 0.5251], [-0.0291, 0.4699, -0.0437], [0.1158, 0.0728, -0.0165], [-0.1100, 0.1160, 0.0025], [0.0825, 0.3019, -0.2954], [0.0947, -0.4609, 0.0759], [-0.1280, 0.1655, 0.2823], [0.2140, 0.0908, -0.1044], [-0.1972, -0.3258, -0.0418], [0.2586, 0.1441, 0.1715], [0.0327, -0.3109, 0.1548], [0.0325, 0.2702, 0.1552], [-0.2227, -0.2916, -0.0378], [-0.1773, 0.1582, 0.0792], [0.2680, -0.1471, 0.0121]]}